The following is a quantum chemistry calculation of a molecular structure, C23H43Cl2FN3O4RhSi at a distorted geometry, from the Open Molecules 2025 dataset.

```
! RIJCOSX wB97M-V def2-TZVPD def2/J DEFGRID3
* xyz 0 5
C 3.26 -2.15 -1.50
C 2.71 -1.42 -2.70
H 2.72 -3.11 -1.40
H 3.10 -1.54 -0.59
H 4.33 -2.38 -1.62
C 2.81 -2.00 -3.91
C 3.33 -3.38 -4.16
H 2.57 -1.47 -4.83
H 2.81 -4.16 -3.59
H 4.40 -3.46 -3.93
H 3.18 -3.60 -5.22
Rh 0.44 1.20 0.55
Cl 1.46 3.18 -0.19
C -0.52 3.33 2.35
O -0.79 2.14 2.31
N -1.20 4.30 1.71
C -2.48 3.98 1.08
C -0.51 5.49 1.27
H 0.37 3.72 2.92
H -3.10 3.37 1.75
H -2.33 3.49 0.11
H -2.99 4.94 0.93
H 0.21 5.76 2.05
H -1.24 6.29 1.15
H 0.03 5.32 0.33
H -2.52 1.18 4.93
H -0.23 2.06 6.05
C -2.06 0.18 4.95
C -0.03 0.98 6.09
N -0.61 0.30 4.95
H -2.40 -0.40 4.10
C 0.16 -0.21 3.97
O -0.25 -0.95 3.08
H 1.05 0.82 6.09
H 1.21 0.13 4.04
H -2.36 -0.32 5.88
H -0.45 0.58 7.02
H 0.42 -4.15 3.39
H -0.82 -4.25 0.73
C -0.53 -4.67 3.53
C -1.67 -4.61 1.33
N -1.58 -4.13 2.68
H -0.84 -4.58 4.58
C -2.26 -3.01 3.05
O -2.97 -2.34 2.33
H -2.60 -4.26 0.88
H -2.11 -2.81 4.13
H -0.39 -5.73 3.28
H -1.63 -5.70 1.34
O 1.31 0.09 -1.19
C 2.21 0.02 -2.40
C 0.88 0.12 -4.62
C 1.70 0.74 -3.66
H 0.52 -0.90 -4.45
C 0.55 0.80 -5.80
H 3.13 0.55 -2.08
C 2.12 2.06 -3.86
H -0.03 0.29 -6.55
C 0.95 2.11 -5.98
C 1.73 2.75 -5.01
H 2.72 2.55 -3.09
H 0.65 2.63 -6.90
H 2.03 3.79 -5.13
Si -0.40 -0.50 -1.19
Cl 0.10 -2.57 -1.24
C -1.87 -0.94 -2.41
C -0.89 1.36 -1.92
C -1.49 0.00 0.35
H -1.59 -0.64 -3.43
H -2.79 -0.41 -2.12
H -2.07 -2.02 -2.40
H -1.81 -1.05 0.49
H -2.37 0.60 0.06
H -1.20 0.21 1.41
H -0.86 1.26 -3.01
H -0.13 2.12 -1.66
H -1.86 1.77 -1.64
F 1.63 1.28 2.16
*
```

Calculated values
LUMO (alpha / beta): 0.60 / -2.92 eV
<S²>: 6.011
E_HOMO (alpha / beta): -0.305 / -0.309 Eh
ΔE to the lowest compared entry with this formula, charge and spin: 28.6 kcal/mol
HOMO-LUMO gap (alpha / beta): 8.9 / 5.5 eV

Here are the Mulliken charges for atoms 1 to 2, given in e: -1.6807, 0.5938

***

The following is a quantum chemistry calculation of 9 unconnected molecules or ions with the total composition C23H43Cl8FO15 at a distorted geometry, from the Open Molecules 2025 dataset.

```
! RIJCOSX wB97M-V def2-TZVPD def2/J DEFGRID3
* xyz 0 1
O 1.90 2.66 -2.91
C 1.91 3.21 -1.84
O 1.71 4.48 -1.67
C 1.94 4.84 -0.31
C 1.96 3.49 0.41
F 0.74 3.26 1.03
O 2.08 2.57 -0.65
H 2.88 5.45 -0.29
H 1.09 5.48 -0.04
H 2.74 3.27 1.12
C 5.55 2.47 -3.04
O 5.14 2.07 -1.71
C 5.33 0.79 -1.28
O 5.98 0.01 -1.87
O 4.71 0.74 -0.11
C 4.85 -0.48 0.62
H 5.01 1.98 -3.86
H 6.64 2.20 -3.10
H 5.42 3.54 -3.00
H 4.82 -0.15 1.67
H 5.83 -0.88 0.33
H 4.05 -1.12 0.29
C -0.26 -0.16 5.56
O -0.28 0.99 6.36
C 0.68 1.17 7.37
O 1.59 0.45 7.61
O 0.26 2.28 8.08
C 1.13 2.57 9.19
H -0.13 -1.12 6.11
H 0.52 -0.18 4.81
H -1.21 -0.25 5.05
H 2.16 2.17 9.07
H 0.62 2.14 10.05
H 1.22 3.66 9.39
C -1.69 2.33 -3.14
O -1.64 3.18 -1.94
C -1.55 4.47 -2.21
O -1.41 5.04 -3.23
O -1.46 5.09 -0.98
C -1.27 6.47 -0.92
H -0.65 2.32 -3.53
H -2.41 2.74 -3.86
H -2.04 1.34 -2.84
H -2.19 7.04 -1.09
H -0.47 6.85 -1.58
H -0.96 6.68 0.13
C -8.20 -2.76 -2.97
O -7.37 -1.67 -2.58
C -6.19 -1.92 -1.84
O -5.78 -2.97 -1.59
O -5.66 -0.67 -1.65
C -4.28 -0.65 -1.17
H -8.72 -3.18 -2.11
H -7.70 -3.56 -3.50
H -8.98 -2.38 -3.64
H -3.75 -1.63 -1.24
H -4.19 -0.33 -0.12
H -3.68 0.08 -1.74
Cl 2.17 -3.73 0.77
C 1.28 -5.14 1.51
C 0.69 -4.70 2.80
Cl 1.90 -4.61 4.11
H 1.96 -5.99 1.68
H 0.44 -5.34 0.83
H -0.05 -5.36 3.26
H 0.24 -3.71 2.87
Cl -1.94 -7.17 0.31
C -3.29 -6.32 -0.50
C -2.88 -5.10 -1.29
Cl -2.10 -3.83 -0.22
H -3.95 -6.08 0.31
H -3.86 -7.01 -1.13
H -3.69 -4.56 -1.80
H -2.10 -5.34 -2.01
Cl 3.52 -1.99 -4.47
C 2.03 -1.31 -3.76
C 1.59 -0.12 -4.52
Cl 0.77 -0.63 -6.02
H 2.31 -1.09 -2.73
H 1.27 -2.07 -3.69
H 2.43 0.52 -4.78
H 0.91 0.47 -3.90
Cl -0.67 -0.68 -1.38
C -0.26 -0.82 0.34
C 1.27 -0.55 0.45
Cl 1.68 -0.45 2.23
H -0.56 -1.80 0.68
H -0.79 -0.02 0.87
H 1.55 0.42 0.02
H 1.81 -1.41 0.05
*
```

Calculated values
LUMO: 0.40 eV
structure (SMILES): O=C1OC[C@@H](F)O1.COC(=O)OC.COC(=O)OC.COC(=O)OC.COC(=O)OC.ClCCCl.ClCCCl.ClCCCl.ClCCCl
E_HOMO: -0.380 Eh
HOMO-LUMO gap: 10.7 eV

Here are the Mulliken charges for atoms 1 to 2, given in e: -0.4783, 0.2424

***

The following is a quantum chemistry calculation of 3 unconnected molecules or ions with the total composition C23H43N2O3S at a distorted geometry, from the Open Molecules 2025 dataset.

```
! RIJCOSX wB97M-V def2-TZVPD def2/J DEFGRID3
* xyz -1 1
C 1.91 -1.15 0.99
C 2.43 -0.39 -0.20
C 3.83 -0.72 -0.64
C 1.69 0.51 -0.83
C 0.21 0.63 -0.61
C -0.32 2.06 -0.71
C -0.36 2.84 0.61
C -0.49 4.36 0.26
C -1.54 2.45 1.50
C -1.45 1.10 2.25
C -2.53 0.07 1.82
S -3.92 0.20 2.96
C -2.00 -1.34 1.98
O -1.04 -1.69 0.96
C -1.55 -2.42 -0.12
O -2.83 -2.06 -0.52
C -2.85 -0.86 -1.26
C -4.26 -0.59 -1.75
O -5.01 0.25 -0.89
H 1.01 -1.70 0.72
H 2.65 -1.85 1.39
H 1.62 -0.48 1.79
H 4.08 -0.26 -1.58
H 3.92 -1.80 -0.70
H 4.53 -0.41 0.15
H 2.15 1.16 -1.56
H -0.29 0.02 -1.36
H -0.05 0.21 0.35
H -1.33 2.07 -1.11
H 0.34 2.61 -1.39
H 0.59 2.74 1.14
H -1.43 4.74 0.64
H 0.34 4.95 0.64
H -0.54 4.50 -0.82
H -2.44 2.42 0.88
H -1.68 3.25 2.23
H -1.61 1.34 3.31
H -0.44 0.66 2.20
H -4.92 0.68 2.20
H -1.48 -1.48 2.95
H -2.84 -2.03 1.98
H -1.56 -3.50 0.11
H -0.84 -2.25 -0.93
H -2.19 -0.90 -2.13
H -2.55 -0.07 -0.57
H -4.77 -1.55 -1.83
H -4.22 -0.14 -2.74
H -4.39 0.81 -0.41
C 0.54 -5.92 3.82
C -0.65 -5.02 3.50
C -0.28 -3.83 2.61
C 0.70 -2.97 3.25
N 1.47 -2.30 3.77
H 1.30 -5.37 4.38
H 0.23 -6.77 4.43
H 1.00 -6.31 2.91
H -1.09 -4.65 4.43
H -1.42 -5.61 2.99
H -1.16 -3.22 2.38
H 0.13 -4.17 1.66
C 2.05 4.13 -4.10
C 3.56 3.90 -4.02
C 4.02 2.67 -4.82
C 3.38 1.46 -4.31
N 2.84 0.53 -3.92
H 1.50 3.29 -3.67
H 1.77 5.02 -3.54
H 1.73 4.26 -5.14
H 3.85 3.78 -2.97
H 4.08 4.78 -4.40
H 5.10 2.55 -4.74
H 3.77 2.78 -5.87
*
```

Calculated values
LUMO: 2.28 eV
E_HOMO: -0.090 Eh
HOMO-LUMO gap: 4.7 eV

Here are the Mulliken charges for atoms 1 to 2, given in e: -0.6812, 0.8964

***

The following is a quantum chemistry calculation of 3 unconnected molecules or ions with the total composition C23H43N4O4P2S2 at a distorted geometry, from the Open Molecules 2025 dataset.

```
! RIJCOSX wB97M-V def2-TZVPD def2/J DEFGRID3
* xyz -1 1
C 3.53 3.50 1.76
O 2.86 2.45 1.03
C 3.47 2.27 -0.30
P 3.28 0.43 -0.82
N 2.16 0.21 0.60
C 1.19 -0.59 0.20
S 0.10 -1.89 0.12
O 4.46 0.65 -2.11
C 3.97 1.56 -3.11
N 3.33 2.01 -4.04
O 3.16 -1.30 -1.08
C 3.62 -1.70 -2.36
O 2.96 -1.56 -3.43
C 5.06 -2.43 -2.55
C 6.04 -1.99 -3.70
C 7.42 -2.71 -3.95
C 7.84 -3.91 -3.02
C 6.90 -4.35 -1.83
C 5.54 -3.60 -1.64
P 5.01 -0.03 0.52
S 4.48 -0.19 2.40
H 4.51 3.05 2.18
H 3.79 4.42 1.13
H 2.87 3.88 2.64
H 4.59 2.59 -0.18
H 2.90 3.01 -0.98
H 2.18 0.72 -1.70
H 5.72 -1.12 -4.37
H 8.04 -2.34 -4.83
H 8.83 -4.47 -3.21
H 7.23 -5.23 -1.17
H 4.86 -3.92 -0.78
H 6.13 0.84 0.29
H 5.46 -1.36 0.13
C -4.21 1.97 4.53
C -2.85 1.45 4.06
N -2.42 2.03 2.79
C -1.31 1.31 2.17
C 0.02 1.28 2.92
C -2.33 3.48 2.74
C -1.44 4.18 3.77
H -4.97 1.85 3.75
H -4.54 1.40 5.40
H -4.16 3.02 4.82
H -2.95 0.36 3.93
H -2.12 1.60 4.85
H -1.13 1.70 1.16
H -1.62 0.27 2.02
H 0.52 2.25 2.87
H 0.69 0.56 2.44
H -0.09 0.99 3.96
H -3.35 3.89 2.85
H -2.02 3.79 1.74
H -1.62 3.82 4.79
H -1.65 5.25 3.76
H -0.38 4.05 3.54
C -4.51 -0.46 0.46
C -4.05 -1.21 -0.79
N -4.92 -2.31 -1.17
C -4.33 -3.22 -2.14
C -4.00 -2.66 -3.53
C -6.32 -1.98 -1.40
C -6.64 -0.91 -2.44
H -4.67 -1.16 1.29
H -3.75 0.26 0.77
H -5.44 0.09 0.28
H -3.05 -1.60 -0.57
H -3.92 -0.49 -1.61
H -4.97 -4.10 -2.26
H -3.40 -3.61 -1.71
H -4.90 -2.49 -4.12
H -3.38 -3.37 -4.08
H -3.44 -1.72 -3.47
H -6.76 -1.66 -0.45
H -6.88 -2.89 -1.65
H -6.03 -0.01 -2.32
H -7.68 -0.60 -2.35
H -6.50 -1.28 -3.46
*
```

Calculated values
LUMO: 2.19 eV
E_HOMO: -0.183 Eh
HOMO-LUMO gap: 7.2 eV

Here are the Mulliken charges for atoms 1 to 2, given in e: -0.7181, 0.0098

***

The following is a quantum chemistry calculation of a molecular structure, C23H43N5O4PTeY at a distorted geometry, from the Open Molecules 2025 dataset.

```
! RIJCOSX wB97M-V def2-TZVPD def2/J DEFGRID3
* xyz 2 1
Y -0.14 0.42 0.14
C -4.15 2.53 -1.21
C -2.88 1.79 -1.06
N -2.18 1.68 0.01
C -2.65 2.35 1.31
C -1.96 1.61 2.49
N -0.54 1.52 2.40
C 0.16 2.81 2.66
C 0.68 3.57 1.46
N 1.09 2.66 0.40
C 2.50 2.17 0.43
C 2.85 1.55 -0.94
N 1.67 0.96 -1.51
C 1.40 0.66 -2.68
C 2.38 0.29 -3.76
C -0.05 0.54 -2.98
C -0.54 0.40 -4.22
C -1.92 0.47 -4.51
C -2.75 0.91 -3.50
C -2.20 1.06 -2.22
N -0.94 0.78 -2.00
H -4.91 1.87 -1.70
H -4.04 3.29 -2.01
H -4.50 2.86 -0.23
H -3.74 2.41 1.38
H -2.40 3.39 1.32
H -2.36 0.54 2.37
H -2.40 1.96 3.43
H -0.26 0.92 3.12
H 0.94 2.52 3.35
H -0.43 3.57 3.21
H 1.49 4.22 1.79
H -0.10 4.21 1.07
H 1.00 3.20 -0.46
H 2.48 1.35 1.18
H 3.27 2.88 0.78
H 3.66 0.80 -0.73
H 3.26 2.33 -1.60
H 3.22 0.96 -3.62
H 2.07 0.35 -4.79
H 2.80 -0.79 -3.51
H 0.21 0.15 -4.97
H -2.28 0.29 -5.51
H -3.83 1.04 -3.58
C -3.44 -1.69 -0.54
C -2.10 -2.07 -0.09
O -1.63 -1.23 1.03
C -1.62 -2.00 2.26
C -3.04 -2.46 2.77
H -3.40 -1.56 -1.63
H -3.73 -0.72 -0.13
H -4.27 -2.40 -0.23
H -1.35 -1.74 -0.85
H -1.88 -3.19 0.09
H -1.14 -1.33 3.04
H -0.92 -2.84 2.17
H -3.77 -1.61 2.86
H -2.93 -2.96 3.71
H -3.46 -3.14 2.05
C 1.78 -1.08 3.61
C 2.56 -1.30 2.34
O 1.73 -1.16 1.12
P 1.67 -2.25 -0.09
O 0.69 -1.44 -0.97
Te 1.12 -4.39 0.63
O 3.05 -2.11 -0.88
C 4.24 -3.02 -0.65
C 4.60 -3.72 -1.97
H 2.47 -1.06 4.42
H 1.10 -1.87 3.89
H 1.28 -0.05 3.59
H 2.99 -2.30 2.35
H 3.34 -0.60 2.13
H 3.97 -3.69 0.11
H 5.03 -2.37 -0.41
H 3.72 -4.13 -2.46
H 5.32 -4.57 -1.69
H 5.08 -2.98 -2.60
*
```

Calculated values
LUMO: -6.52 eV
E_HOMO: -0.445 Eh
ΔE to the lowest compared entry with this formula, charge and spin: 15.5 kcal/mol
HOMO-LUMO gap: 5.6 eV

Here are the Mulliken charges for atoms 1 to 2, given in e: 0.0994, -1.6480

***

The following is a quantum chemistry calculation of a molecular structure, C23H43N8NiO2P, from the Open Molecules 2025 dataset.

```
! RIJCOSX wB97M-V def2-TZVPD def2/J DEFGRID3
* xyz 0 3
Ni -0.02 0.52 -2.00
C 2.68 3.83 -1.79
C 1.95 2.54 -2.00
N 0.67 2.45 -2.06
O -0.02 3.66 -1.90
C 2.70 1.31 -2.16
C 4.19 1.27 -2.19
N 1.96 0.23 -2.27
O 2.47 -0.92 -2.46
H 2.01 4.62 -1.46
H 3.16 4.14 -2.72
H 3.46 3.69 -1.05
H -0.92 3.37 -1.69
H 4.61 1.98 -2.90
H 4.49 0.26 -2.49
H 4.63 1.48 -1.22
N -0.85 0.10 -0.44
P -0.57 -0.40 0.98
N 0.34 0.60 1.99
C 1.79 0.54 1.75
C 2.49 1.59 2.59
C 2.14 3.00 2.10
C 0.76 2.99 1.43
C -0.17 1.99 2.10
N -1.94 -0.71 1.91
C -2.36 -0.02 3.12
C -3.41 -0.86 3.83
C -4.68 -0.97 2.98
C -4.34 -0.98 1.48
C -2.94 -1.55 1.25
N 0.30 -1.83 1.04
C 0.63 -2.59 -0.17
C 1.85 -3.45 0.11
C 1.56 -4.50 1.20
C 0.41 -4.04 2.10
C 0.45 -2.53 2.31
H 2.03 0.69 0.69
H 2.14 -0.46 2.01
H 3.57 1.43 2.57
H 2.18 1.46 3.63
H 2.89 3.35 1.38
H 2.15 3.70 2.93
H 0.84 2.72 0.37
H 0.30 3.98 1.46
H -1.15 2.04 1.63
H -0.30 2.25 3.15
H -2.78 0.97 2.92
H -1.49 0.12 3.76
H -3.64 -0.42 4.81
H -3.00 -1.85 4.02
H -5.34 -0.12 3.19
H -5.24 -1.87 3.25
H -4.36 0.03 1.07
H -5.07 -1.57 0.92
H -2.72 -1.58 0.18
H -2.89 -2.58 1.63
H 0.83 -1.90 -0.98
H -0.21 -3.23 -0.47
H 2.66 -2.78 0.44
H 2.19 -3.91 -0.81
H 2.45 -4.67 1.80
H 1.30 -5.46 0.74
H 0.44 -4.55 3.06
H -0.56 -4.30 1.64
H 1.40 -2.27 2.79
H -0.35 -2.22 2.99
C -3.00 0.27 -3.70
C -1.73 0.23 -4.48
N -0.53 0.29 -3.96
C 0.37 0.20 -5.00
C -0.31 0.08 -6.16
N -1.65 0.10 -5.82
H -2.77 0.29 -2.64
H -3.60 -0.62 -3.89
H -3.60 1.14 -3.96
H 1.43 0.19 -4.82
H 0.02 -0.03 -7.18
H -2.43 0.02 -6.45
*
```

Calculated values
LUMO (alpha / beta): 0.46 / 0.47 eV
<S²>: 2.009
E_HOMO (alpha / beta): -0.265 / -0.265 Eh
ΔE to the lowest compared entry with this formula, charge and spin: 0.0 kcal/mol
HOMO-LUMO gap (alpha / beta): 7.7 / 7.7 eV

Here are the Mulliken charges for atoms 1 to 2, given in e: -0.8743, -1.7750

***

Number 1: DFT total energy -2787.58141 Ha. Number 2: DFT total energy -5812.19174 Ha. Number 3: DFT total energy -1635.48053 Ha. Number 4: DFT total energy -2900.99351 Ha. Number 5: DFT total energy -2124.33406 Ha. Number 6: DFT total energy -3340.35958 Ha.